# 1
17
Properties=species:S:1:pos:R:3:mulliken_charge:R:1 method="wB97M-V/def2-TZVPD" e_homo_ev="-8.53 / -9.84" s2=2.04 relative_energy_kj_mol=184.9 energy_ha=-458.90232 total_charge=0 multiplicity=3
C -0.762 -2.064 0.502 -0.006
C 1.977 0.633 0.781 0.155
C -0.639 -0.737 0.172 0.041
C 1.511 -0.393 -0.093 0.139
C -1.286 1.324 -0.963 -1.145
C -1.460 0.433 0.252 -0.127
O -1.701 -2.650 1.139 -0.496
O 3.118 1.055 0.625 -0.542
O 2.206 -1.153 -0.876 -0.424
H 0.257 -2.498 0.455 0.255
H 1.187 1.138 1.434 0.227
H -1.020 0.731 -1.831 0.367
H -2.263 1.750 -1.161 0.339
H -0.483 2.052 -1.009 0.321
H -2.527 0.270 0.260 0.325
H -1.223 1.039 1.242 0.220
H 3.109 -0.931 -0.930 0.350

***

# 2
14
Properties=species:S:1:pos:R:3:mulliken_charge:R:1 method="wB97M-V/def2-TZVPD" e_homo_ev=-9.55 relative_energy_kj_mol=491.7 energy_ha=-412.02166 total_charge=0 multiplicity=1
C 1.881 -0.292 -0.320 -0.706
C -0.997 0.251 1.308 0.594
C -0.452 0.175 -0.829 0.478
H 1.906 -1.156 0.623 0.291
H 2.908 0.561 -0.437 0.242
H 1.915 -0.798 -1.545 0.219
H -2.601 0.299 2.522 0.210
H -2.395 -0.334 -0.220 0.177
H 0.450 -0.193 -2.567 0.230
N 0.691 0.541 -0.180 0.075
N -1.629 0.505 2.401 -0.679
N -1.500 -0.158 0.090 -0.071
N -0.481 0.075 -2.109 -0.720
O 0.303 0.523 1.263 -0.341

***

# 3
106
Properties=species:S:1:pos:R:3:mulliken_charge:R:1 method="wB97M-V/def2-TZVPD" e_homo_ev=-3.82 energy_ha=-5454.12192 total_charge=-1 multiplicity=1
C 1.764 -4.227 -3.363 -1.049
Si 1.623 -2.285 -3.598 0.329
C 0.691 -1.661 -1.985 -0.483
C 0.727 -1.782 -5.233 -0.515
C -0.343 -0.548 -4.982 -0.044
C -1.890 -1.036 -4.728 0.474
F -2.030 -2.315 -3.994 -0.303
F -2.490 -1.227 -6.101 -0.368
N -2.659 0.127 -4.114 -0.546
P -2.195 0.412 -2.416 0.242
O -3.628 0.862 -1.535 -0.425
Br -0.835 2.258 -2.333 -0.445
C 3.379 -1.411 -3.510 0.347
C 3.323 0.248 -3.696 -0.112
C 4.784 1.017 -3.574 -0.475
C 6.180 0.200 -3.282 -0.409
C 6.200 -1.453 -3.144 -0.352
C 4.756 -2.265 -3.257 -0.237
H 0.716 -4.750 -3.572 0.258
H 1.987 -4.421 -2.214 0.260
H 2.641 -4.681 -3.993 0.254
H -0.461 -1.866 -2.022 -0.066
H 0.982 -0.543 -1.752 0.225
H 1.125 -2.298 -1.075 0.315
H 0.270 -2.714 -5.778 0.340
H 1.546 -1.341 -5.982 0.307
H -0.356 0.092 -5.983 0.276
H 0.103 0.141 -4.148 -0.322
H -4.071 0.033 -1.152 0.395
H 2.312 0.841 -3.890 0.154
H 4.844 2.185 -3.693 0.259
H 7.194 0.788 -3.168 0.296
H 7.185 -2.057 -2.953 0.255
H 4.726 -3.430 -3.156 0.176
C -2.903 0.957 1.087 0.294
O -1.737 0.779 0.760 -0.659
N -3.342 1.235 2.365 0.376
C -4.743 1.433 2.671 -0.751
C -2.371 1.333 3.435 -1.067
H -3.722 0.905 0.351 0.139
H -4.876 2.436 3.087 0.184
H -5.052 0.686 3.407 0.312
H -5.360 1.331 1.775 0.231
H -1.656 2.126 3.196 0.243
H -1.832 0.385 3.515 0.320
H -2.865 1.557 4.385 0.399
C 8.448 -0.070 0.246 -0.105
O 7.969 -0.934 -0.477 -0.512
N 7.728 0.863 0.963 0.314
C 8.372 1.856 1.797 -0.995
C 6.283 0.849 0.880 -0.825
H 9.538 0.030 0.380 0.308
H 8.027 1.729 2.827 0.323
H 8.097 2.851 1.438 0.374
H 9.460 1.751 1.767 0.294
H 5.915 -0.124 1.220 0.210
H 5.984 0.993 -0.163 0.264
H 5.853 1.642 1.499 0.360
C -3.783 -2.560 0.513 0.284
O -4.392 -1.506 0.376 -0.632
N -4.023 -3.500 1.493 0.170
C -3.257 -4.725 1.587 -0.950
C -5.074 -3.257 2.458 -0.900
H -2.964 -2.844 -0.167 0.145
H -3.938 -5.576 1.490 0.341
H -2.764 -4.759 2.562 0.343
H -2.501 -4.779 0.799 0.300
H -6.025 -3.142 1.929 0.289
H -4.857 -2.329 2.996 0.211
H -5.146 -4.085 3.168 0.386
C -7.936 2.426 -1.539 0.295
O -9.106 2.572 -1.210 -0.634
N -7.459 2.453 -2.833 0.179
C -6.056 2.271 -3.141 -0.669
C -8.391 2.669 -3.921 -0.986
H -7.144 2.255 -0.791 0.132
H -5.690 3.162 -3.658 0.311
H -5.947 1.397 -3.789 0.399
H -5.470 2.118 -2.230 -0.011
H -8.889 3.633 -3.776 0.284
H -9.145 1.877 -3.907 0.294
H -7.870 2.665 -4.882 0.387
C 7.430 -2.198 2.630 0.330
O 7.676 -1.201 3.296 -0.652
N 6.909 -3.378 3.119 0.100
C 6.646 -4.515 2.263 -0.911
C 6.616 -3.484 4.533 -0.955
H 7.615 -2.225 1.544 0.148
H 5.581 -4.759 2.317 0.334
H 7.236 -5.366 2.615 0.332
H 6.912 -4.298 1.225 0.302
H 5.889 -2.712 4.805 0.293
H 7.536 -3.317 5.101 0.295
H 6.211 -4.471 4.770 0.374
C -4.308 4.539 5.381 0.010
O -3.984 3.360 5.318 -0.515
N -3.717 5.570 4.681 0.135
C -4.160 6.942 4.812 -0.943
C -2.618 5.272 3.787 -0.829
H -5.132 4.875 6.032 0.291
H -4.483 7.304 3.832 0.339
H -3.326 7.550 5.172 0.333
H -4.993 7.022 5.517 0.292
H -2.960 4.564 3.025 0.214
H -1.808 4.809 4.359 0.294
H -2.255 6.184 3.305 0.377

***

# 4
70
Properties=species:S:1:pos:R:3:mulliken_charge:R:1 method="wB97M-V/def2-TZVPD" e_homo_ev=-12.86 relative_energy_kj_mol=81.2 energy_ha=-2620.66034 total_charge=+2 multiplicity=1
Hf -0.535 -0.058 0.654 0.941
N 1.655 -0.144 4.670 -0.427
C 1.216 0.001 3.382 0.472
S -0.340 0.724 3.202 -0.478
N 2.080 -0.356 2.438 -1.140
N 1.672 -0.164 1.131 0.957
C 2.612 0.193 0.257 1.077
C 4.014 0.500 0.509 0.197
C 4.618 1.686 0.042 -0.281
C 5.917 2.004 0.423 -0.754
C 6.593 1.212 1.355 -0.455
C 5.999 -0.017 1.799 -0.691
C 4.667 -0.332 1.504 -0.357
C 2.117 0.112 -1.135 0.365
C 2.826 0.449 -2.318 -0.929
C 2.120 0.297 -3.547 -0.746
C 0.756 0.087 -3.580 -1.098
C 0.205 -0.387 -2.423 0.164
N 0.768 -0.263 -1.222 0.308
H 0.969 -0.099 5.391 0.246
H 2.370 -0.843 4.824 0.267
H 4.082 2.354 -0.647 0.519
H 6.478 2.874 0.076 0.396
H 7.599 1.499 1.679 0.386
H 6.482 -0.669 2.514 0.386
H 4.163 -1.255 1.855 0.346
H 3.910 0.497 -2.203 0.592
H 2.672 0.400 -4.465 0.498
H 0.173 0.212 -4.513 0.446
H -0.813 -0.724 -2.411 0.643
Cl -0.104 6.034 -3.768 -0.176
C -0.199 5.012 -2.406 0.170
C 0.400 5.276 -1.150 -0.611
C 0.485 4.204 -0.264 -0.567
C -0.238 2.972 -0.438 0.417
O -0.031 2.009 0.491 -0.470
C -1.141 2.826 -1.563 0.144
C -2.047 1.749 -1.741 0.208
N -2.124 0.685 -0.981 0.213
C -3.245 -0.109 -0.961 0.234
C -4.038 -0.401 -2.125 -0.435
C -5.289 -1.113 -1.978 -1.199
C -5.601 -1.727 -0.736 -0.908
C -4.770 -1.559 0.427 0.859
C -5.110 -2.061 1.696 -0.604
C -4.182 -1.899 2.741 -0.751
C -3.030 -1.105 2.516 0.010
N -2.764 -0.494 1.365 -0.392
C -3.574 -0.758 0.278 0.583
C -1.001 3.842 -2.555 -1.292
H 0.799 6.250 -1.003 0.475
H 1.148 4.232 0.589 0.503
H -2.617 1.770 -2.664 0.335
H -3.704 -0.029 -3.103 0.428
H -5.915 -1.233 -2.816 0.483
H -6.509 -2.204 -0.552 0.517
H -5.949 -2.760 1.786 0.433
H -4.190 -2.430 3.684 0.462
H -2.250 -1.050 3.332 0.265
H -1.496 3.687 -3.498 0.444
C -0.566 -4.051 1.882 -0.997
C -0.769 -3.362 0.568 0.938
C -1.222 -4.118 -0.554 -1.316
O -0.564 -2.084 0.535 -0.342
H 0.094 -3.408 2.461 0.246
H -0.078 -5.000 1.563 0.453
H -1.502 -4.152 2.350 0.297
H -0.557 -4.987 -0.773 0.427
H -1.391 -3.594 -1.497 0.283
H -2.198 -4.652 -0.383 0.380

***

# 5
94
Properties=species:S:1:pos:R:3:mulliken_charge:R:1 method="wB97M-V/def2-TZVPD" e_homo_ev=-8.03 relative_energy_kj_mol=1007.7 energy_ha=-37620.27785 total_charge=0 multiplicity=1
O -0.398 2.750 5.002 -0.647
C -0.346 1.981 3.989 0.281
C 0.961 1.775 3.112 0.190
C 2.021 2.892 3.148 -0.396
C 3.321 2.721 2.297 -0.839
C 3.468 1.407 1.478 -0.094
C 2.367 0.248 1.446 -0.789
C 1.054 0.447 2.286 0.478
C -0.129 -0.650 2.283 0.503
O 0.156 -1.841 1.982 -0.593
C -1.581 -0.132 2.688 0.130
C -2.914 -0.856 2.293 -0.833
C -4.337 -0.324 2.729 0.954
C -5.638 -1.188 2.291 -0.559
O -6.403 -0.576 1.234 -0.419
C -7.234 0.492 1.696 0.473
C -7.949 0.600 3.088 -0.461
C -8.818 1.874 3.422 -0.372
C -9.026 3.059 2.431 -0.546
C -8.344 2.918 1.028 -0.287
C -7.488 1.674 0.685 -0.502
C -4.335 0.977 3.574 0.135
C -3.016 1.735 3.984 -1.145
C -1.649 1.173 3.533 0.299
H 1.804 3.821 3.790 0.327
H 4.077 3.571 2.313 0.333
H 4.426 1.297 0.861 0.454
H 2.511 -0.707 0.824 0.445
H -2.802 -1.815 1.692 0.250
H -6.272 -1.523 3.191 0.195
H -5.199 -2.167 1.855 0.303
H -7.834 -0.234 3.899 0.652
H -9.328 1.993 4.448 0.257
H -9.623 4.003 2.662 0.329
H -8.423 3.728 0.217 0.292
H -7.013 1.604 -0.347 0.313
H -5.295 1.442 3.953 0.430
H -3.061 2.671 4.629 0.302
Br -2.325 -0.198 7.706 -0.065
C -1.235 -0.457 9.301 -0.623
C 0.004 0.401 9.258 -0.587
Br 1.343 -0.351 8.057 -0.130
H -1.021 -1.524 9.370 0.365
H -1.877 -0.166 10.134 0.341
H 0.486 0.431 10.237 0.350
H -0.188 1.421 8.921 0.356
Br 5.862 2.247 -2.712 -0.172
C 4.026 1.942 -3.296 -0.127
C 3.052 2.152 -2.164 -0.736
Br 3.051 0.636 -0.934 0.066
H 3.990 0.938 -3.718 -0.111
H 3.857 2.672 -4.091 0.388
H 2.029 2.209 -2.542 0.399
H 3.264 3.041 -1.569 0.415
Br 3.554 -1.705 -3.646 -0.143
C 1.881 -1.283 -4.553 -0.614
C 2.019 -1.419 -6.048 -0.445
Br 2.970 0.104 -6.810 -0.128
H 1.592 -0.280 -4.235 0.309
H 1.159 -2.004 -4.166 0.453
H 1.039 -1.410 -6.528 0.350
H 2.559 -2.316 -6.353 0.229
Br -6.784 0.221 5.582 0.030
C -5.857 -0.566 7.107 -0.598
C -6.790 -1.403 7.947 -0.664
Br -7.937 -0.285 9.058 -0.159
H -5.400 0.256 7.658 0.380
H -5.072 -1.185 6.670 0.247
H -6.226 -2.018 8.650 0.407
H -7.445 -2.043 7.356 0.366
Br 5.363 -2.241 0.025 -0.137
C 6.943 -1.103 -0.067 -0.484
C 7.864 -1.351 1.101 -0.587
Br 7.189 -0.507 2.723 -0.134
H 6.589 -0.073 -0.128 0.249
H 7.430 -1.371 -1.006 0.364
H 8.838 -0.891 0.926 0.366
H 8.002 -2.408 1.326 0.365
Br 0.960 -3.740 -9.007 -0.158
C 2.263 -2.873 -10.170 -0.514
C 3.603 -3.563 -10.100 -0.530
Br 4.553 -3.092 -8.464 -0.104
H 2.301 -1.823 -9.878 0.297
H 1.842 -2.951 -11.174 0.398
H 4.251 -3.227 -10.912 0.179
H 3.532 -4.650 -10.125 0.447
Br 6.230 -1.657 -13.107 -0.162
C 6.605 -0.600 -11.512 -0.569
C 5.333 -0.204 -10.807 -0.012
Br 4.440 1.264 -11.730 -0.127
H 7.207 0.252 -11.829 0.431
H 7.210 -1.250 -10.877 0.343
H 5.549 0.179 -9.809 0.327
H 4.611 -1.017 -10.731 -0.238

***

# 6
19
Properties=species:S:1:pos:R:3:mulliken_charge:R:1 method="wB97M-V/def2-TZVPD" e_homo_ev=-8.70 relative_energy_kj_mol=160.4 smiles=C[C@H]1[C@H]2CCC[C@@H]12 energy_ha=-273.84744 total_charge=0 multiplicity=1
C 1.568 1.039 -0.013 -1.202
C 0.961 0.247 -1.136 -0.139
C 0.049 -0.911 -0.927 -0.144
C -0.131 -1.472 0.478 -0.816
C -0.678 -0.325 1.363 -0.509
C -1.266 0.646 0.324 -0.877
C -0.625 0.403 -1.032 -0.379
H 1.989 0.473 0.823 0.217
H 2.299 1.763 -0.378 0.338
H 0.713 1.588 0.398 0.247
H 1.425 0.324 -2.127 0.417
H -0.044 -1.606 -1.751 0.435
H -0.862 -2.283 0.423 0.379
H 0.806 -1.886 0.865 0.309
H -1.461 -0.679 2.045 0.337
H 0.112 0.088 2.006 0.274
H -1.569 1.652 0.668 0.310
H -2.116 0.096 -0.172 0.345
H -1.169 0.843 -1.859 0.458

***

Number 1: F_max 4.88 eV Å⁻¹. Number 2: F_max 5.97 eV Å⁻¹. Number 3: F_max 5.49 eV Å⁻¹. Number 4: F_max 4.38 eV Å⁻¹. Number 5: F_max 5.12 eV Å⁻¹. Number 6: F_max 2.62 eV Å⁻¹.